Model P:
Entry from OMol25: a cluster of 2 separate species, C3H8OS2 in total (ωB97M-V/def2-TZVPD).

Calculated values
frontier orbital gap = 8.57 eV
SMILES = C=CO.CSS

Atoms and positions in Å:
C 1.84633 1.30184 -0.94442
C 2.01099 0.48470 0.08872
O 1.36795 -0.70114 0.31834
H 2.63451 2.02827 -1.10496
H 1.19652 1.03666 -1.77018
H 2.90153 0.56374 0.70681
H 1.43038 -1.24959 -0.46936
C -2.11974 0.59922 0.80973
S -1.73099 -0.73710 -0.36502
S -2.15274 -2.76308 0.11239
H -1.39491 0.46370 1.61265
H -3.13637 0.54801 1.18086
H -1.84859 1.52394 0.31281
H -1.00489 -3.09918 -0.48838



Model Q:
Entry from OMol25: a cluster of 2 separate species, C3H8OS2 in total (ωB97M-V/def2-TZVPD).

Calculated values
frontier orbital gap = 9.62 eV
SMILES = C=C(C)O.SS

Atoms and positions in Å:
C 1.52098 0.59449 -0.69403
C 0.50709 -0.16019 -1.10432
C -0.64200 0.33289 -1.92360
O 0.44300 -1.51164 -0.82900
H 1.55462 1.64583 -0.93946
H 2.33433 0.16905 -0.12137
H -0.49201 1.39032 -2.14470
H -0.72179 -0.18696 -2.87817
H -1.57811 0.22301 -1.37503
H 0.50288 -1.64667 0.12393
S -1.51091 -0.24041 3.87901
S -1.05900 -0.32591 1.86691
H -0.55349 -1.06886 4.32535
H -0.30558 0.78508 1.81446



Which of them is the most stable, and which is the least stable? model Q and model P, in that order.